{"formula": "C33H49GeIrN4OPS2", "method": "ωB97M-V/def2-TZVPD", "species": ["Ir", "C", "C", "N", "C", "C", "C", "S", "N", "C", "O", "C", "C", "C", "C", "C", "C", "H", "H", "H", "H", "H", "H", "H", "H", "H", "H", "H", "H", "H", "H", "H", "C", "C", "P", "C", "C", "C", "C", "H", "H", "H", "H", "H", "H", "H", "H", "H", "H", "H", "H", "H", "H", "H", "C", "N", "C", "S", "N", "C", "H", "H", "H", "H", "H", "H", "H", "H", "Ge", "C", "C", "C", "C", "C", "C", "C", "C", "C", "C", "C", "C", "H", "H", "H", "H", "H", "H", "H", "H", "H", "H", "H"], "coordinates": [[0.09641, 0.56933, -0.24532], [-4.60600, 2.14276, 2.81652], [-4.05203, 0.73028, 2.86784], [-2.69453, 0.66553, 3.43347], [-2.58779, 0.60218, 4.90405], [-2.22374, 1.93984, 5.52537], [-1.61091, 0.69912, 2.69060], [-1.84207, 0.97321, 0.98932], [-0.45367, 0.59171, 3.35046], [0.74912, 0.43651, 2.82345], [1.14973, 0.29059, 1.60987], [1.82679, 0.38775, 3.86253], [3.13597, 0.10368, 3.50985], [4.11409, 0.05303, 4.48896], [3.78860, 0.29471, 5.81929], [2.48706, 0.58371, 6.18315], [1.50789, 0.62551, 5.20715], [-5.60341, 2.12247, 2.38145], [-3.98036, 2.79378, 2.20765], [-4.69222, 2.57423, 3.80936], [-4.02281, 0.27336, 1.87400], [-4.66754, 0.08446, 3.49372], [-1.87059, -0.18104, 5.15874], [-3.56774, 0.27129, 5.24524], [-1.26648, 2.30376, 5.15921], [-2.16207, 1.82532, 6.60544], [-2.97508, 2.69778, 5.31956], [3.37337, -0.05989, 2.47507], [5.14276, -0.16523, 4.24438], [4.56979, 0.25534, 6.56331], [2.25224, 0.77031, 7.22027], [0.47790, 0.84216, 5.43947], [-3.57598, 0.32992, -2.16512], [-2.78154, 1.61948, -1.99205], [-0.96474, 1.43611, -2.10356], [-0.35007, 3.15136, -2.15737], [-0.28886, 3.71819, -0.74208], [-0.67127, 0.57898, -3.68078], [-1.00228, 1.44678, -4.89291], [-4.63229, 0.51972, -1.98758], [-3.26192, -0.44392, -1.46273], [-3.48667, -0.07063, -3.17383], [-3.01670, 2.09285, -1.03708], [-3.04890, 2.35204, -2.76010], [-1.01163, 3.73907, -2.80117], [0.63556, 3.15157, -2.62260], [-1.26824, 3.79375, -0.27505], [0.16734, 4.70741, -0.73908], [0.33957, 3.09609, -0.07562], [-1.27746, -0.33079, -3.65536], [0.37591, 0.27108, -3.69627], [-2.01476, 1.84236, -4.84982], [-0.92460, 0.85418, -5.80119], [-0.30681, 2.28060, -4.98113], [1.23011, -2.78621, 1.18476], [1.69731, -2.89530, -0.19846], [1.14148, -2.34423, -1.24459], [-0.35440, -1.34596, -1.17861], [1.55343, -2.57710, -2.48017], [2.61127, -3.51954, -2.83189], [2.09157, -2.86296, 1.84085], [0.53004, -3.58902, 1.41000], [0.76416, -1.81590, 1.33012], [2.45989, -3.54166, -0.36725], [1.01006, -2.15583, -3.22018], [2.30811, -4.53897, -2.59044], [3.53506, -3.25884, -2.31311], [2.79386, -3.44782, -3.90005], [2.59272, 0.86495, -1.09143], [3.68314, 1.57096, 0.34685], [4.83796, 0.85937, 0.66259], [5.77170, 1.38785, 1.53828], [5.54844, 2.62331, 2.12433], [4.39042, 3.33266, 1.83059], [3.46938, 2.81108, 0.93939], [2.83679, 1.85965, -2.75412], [2.87040, 1.17454, -3.96433], [3.19445, 1.82234, -5.14763], [3.49381, 3.17574, -5.12794], [3.48061, 3.86962, -3.92740], [3.15699, 3.21234, -2.75021], [2.94868, -0.62661, -1.35334], [5.03852, -0.09995, 0.20009], [6.68182, 0.84456, 1.74686], [6.28420, 3.04690, 2.79309], [4.22450, 4.30253, 2.27592], [2.58499, 3.39086, 0.70425], [2.67189, 0.10816, -3.99024], [3.23367, 1.27570, -6.07982], [3.75424, 3.68693, -6.04388], [3.73870, 4.91824, -3.91167], [3.17610, 3.76474, -1.81779]], "largest_force_ev_per_a": 2.0, "e_above_lowest_kj_mol": 147.1, "total_energy_ha": -4899.20029, "gap_ev": [4.1, 3.7], "mol_weight_da": 877.7, "total_charge": 3, "homo_ev": [-15.752, -15.748]}



{"formula": "C33H50BBr2Cl6FIKLiN2O19PS4V2", "method": "ωB97M-V/def2-TZVPD", "species": ["C", "C", "C", "N", "C", "C", "C", "C", "C", "S", "C", "S", "N", "C", "C", "C", "C", "B", "O", "O", "C", "C", "C", "C", "Br", "C", "C", "Br", "P", "O", "Cl", "C", "C", "C", "C", "I", "O", "S", "O", "O", "H", "H", "H", "H", "H", "H", "H", "H", "H", "H", "H", "H", "H", "H", "H", "H", "H", "H", "H", "H", "H", "H", "H", "H", "H", "H", "H", "H", "H", "H", "H", "H", "H", "H", "H", "H", "H", "H", "H", "H", "H", "H", "C", "C", "C", "O", "C", "C", "C", "O", "H", "H", "H", "H", "K", "Cl", "O", "S", "O", "O", "O", "O", "V", "O", "C", "C", "O", "C", "O", "O", "H", "H", "H", "H", "O", "V", "O", "F", "C", "Cl", "Cl", "Cl", "Cl", "Li"], "coordinates": [[4.92756, -0.37374, 3.00078], [3.34406, -0.22400, 2.48282], [3.11234, 1.11406, 1.58113], [2.23801, 0.97723, 0.36162], [0.74484, 0.91739, 0.71272], [-0.14570, -0.03217, -0.27370], [0.10835, -1.56893, 0.27509], [1.52925, -2.26413, -0.11104], [1.80678, -3.55401, 0.91417], [3.61928, -3.90921, 1.21052], [4.55336, -4.27300, -0.36952], [3.61089, -4.69478, -1.74317], [6.06412, -4.20907, -0.33198], [6.58945, -3.06684, 0.50625], [7.11637, -3.54493, 2.02013], [6.69272, -4.26056, -1.70644], [6.47228, -2.86915, -2.59266], [0.53214, 0.25822, -1.78239], [0.75101, 1.67963, -2.23618], [0.94586, -0.74495, -2.77431], [0.72394, -0.30399, -4.16019], [0.67142, -1.63086, -5.17332], [-1.80150, 0.29090, -0.28493], [-2.50664, -0.46952, 0.89387], [-1.91975, -0.02134, 2.82279], [-3.59566, -1.46541, 0.99984], [-4.17058, -2.13396, 2.42472], [-4.53131, -2.07423, -0.59841], [-2.13395, 0.06184, -2.14953], [-2.09351, -1.64806, -2.65808], [-4.15357, 0.61784, -2.73578], [-2.11954, 1.91914, -0.11568], [-3.71742, 2.28309, 0.09958], [-3.93736, 3.46894, 1.25938], [-5.52975, 3.97750, 1.32706], [-5.94213, 5.49795, -0.23667], [-1.49363, 2.62054, 0.97574], [0.18284, 2.65866, 0.98468], [0.56605, 3.25120, 2.40126], [0.65573, 3.72526, -0.02670], [5.35105, -1.35862, 2.53334], [4.91389, -0.49847, 4.18543], [5.54072, 0.59407, 2.76433], [2.95013, -1.22659, 2.03655], [2.72828, -0.05756, 3.49291], [4.19232, 1.41809, 1.16859], [2.82150, 1.98138, 2.31810], [2.45674, 1.86313, -0.18759], [0.74170, 0.38672, 1.78247], [-0.72426, -2.34532, -0.08530], [0.05846, -1.65240, 1.46703], [2.47905, -1.59664, -0.05718], [1.48207, -2.74875, -1.19222], [1.32278, -3.36052, 1.98621], [1.32961, -4.52465, 0.46355], [7.57654, -2.66873, -0.03061], [5.85625, -2.14471, 0.55701], [8.25485, -3.85659, 1.92259], [7.10261, -2.64345, 2.79055], [6.52314, -4.47498, 2.42629], [7.86516, -4.33216, -1.53837], [6.40956, -5.23198, -2.33292], [5.38298, -2.45531, -2.33927], [7.22892, -2.04551, -2.21691], [6.60047, -3.12788, -3.73982], [1.72638, 1.74265, -2.46365], [-0.27048, 0.28398, -4.34437], [1.64189, 0.33691, -4.50155], [0.61465, -1.24295, -6.28840], [1.68075, -2.25720, -5.08891], [-0.26754, -2.31204, -4.97517], [-5.00087, -2.93117, 2.22012], [-3.29641, -2.65812, 3.02194], [-4.62917, -1.20518, 3.01307], [-1.91104, -2.23994, -1.87997], [-1.77598, 2.46472, -1.12177], [-4.42910, 1.37184, 0.22553], [-4.06754, 2.81645, -0.91112], [-3.33357, 4.46377, 0.99054], [-3.69649, 3.07467, 2.33568], [-5.63746, 4.57666, 2.35459], [-6.25826, 3.06283, 1.29568], [-6.55800, -4.34525, -2.83580], [-6.28228, -4.81870, -4.05488], [-7.06195, -5.92691, -4.64070], [-6.80900, -6.36221, -5.75561], [-8.15852, -6.49025, -3.82829], [-8.43425, -6.01680, -2.60922], [-7.65457, -4.90858, -2.02340], [-7.90753, -4.47329, -0.90848], [-5.99549, -3.53343, -2.39108], [-5.48167, -4.41571, -4.66352], [-8.72103, -7.30207, -4.27302], [-9.23485, -6.41979, -2.00057], [-8.53485, 4.66524, -0.25757], [-6.73485, -3.88318, 1.93401], [3.44120, 5.01255, -1.39091], [2.86520, 6.35751, -1.57220], [3.74957, 7.15826, -2.43826], [2.73375, 7.01685, -0.26024], [1.53604, 6.24203, -2.19961], [-13.78766, 2.28933, -3.56267], [-12.43483, 2.98023, -2.68015], [-11.08207, 3.67108, -1.79768], [5.27922, 7.99077, 1.92594], [5.50595, 9.05726, 2.94780], [6.70016, 9.67788, 2.51100], [6.80648, 9.43559, 1.17172], [7.62590, 9.96426, 0.43909], [5.87601, 8.52578, 0.75950], [4.21687, 7.79105, 1.76114], [5.78242, 7.05250, 2.18189], [4.70369, 9.80261, 2.95933], [5.62670, 8.64943, 3.95515], [-1.06536, -5.57855, 0.55943], [-0.18764, -6.81584, 1.44548], [0.69002, -8.05306, 2.33148], [-3.18766, 2.61495, -2.10069], [-3.48762, 0.56580, 6.91204], [-4.62104, 0.65824, 5.54032], [-1.83034, 0.33866, 6.29875], [-3.57068, 2.07598, 7.85386], [-3.92862, -0.80966, 7.95515], [4.31234, 1.33653, -0.44895]], "largest_force_ev_per_a": 8.4, "total_energy_ha": -15586.44777, "gap_ev": 1.0, "mol_weight_da": 1615.2, "homo_ev": -7.308}



{"formula": "C33H50BaN3OP2", "method": "ωB97M-V/def2-TZVPD", "species": ["C", "C", "C", "C", "C", "H", "H", "H", "N", "P", "P", "C", "H", "H", "C", "O", "C", "H", "C", "C", "C", "C", "C", "H", "H", "H", "C", "H", "H", "H", "C", "H", "H", "H", "C", "H", "H", "H", "C", "H", "H", "H", "C", "H", "H", "H", "C", "H", "H", "H", "C", "H", "H", "H", "C", "H", "H", "H", "C", "H", "H", "H", "C", "H", "H", "H", "C", "H", "H", "H", "Ba", "N", "C", "C", "C", "C", "C", "H", "C", "H", "C", "H", "H", "H", "C", "C", "N", "H", "H", "H"], "coordinates": [[-1.65303, -1.32731, -1.65677], [0.65289, -1.74786, -1.52623], [-1.84852, -2.32888, -2.60354], [0.46585, -2.88699, -2.35882], [-0.77007, -3.15856, -2.91988], [-2.83138, -2.44293, -3.05808], [1.32884, -3.53043, -2.53264], [-0.91909, -3.99829, -3.59351], [-0.47509, -1.10902, -1.05186], [-3.00410, 0.11317, 0.38480], [2.95184, -0.45372, -0.08198], [-2.82303, -0.36550, -1.37032], [-2.67011, 0.54707, -1.96878], [-3.75110, -0.81091, -1.75321], [0.34438, 2.80589, 3.14886], [0.58926, 3.68857, 3.84002], [2.01402, -1.32956, -1.28047], [2.71332, -2.03972, -1.75465], [4.38614, 0.17200, -1.18552], [3.63569, -1.37556, 1.56937], [-3.87268, 1.79035, 0.31885], [-4.05657, -1.32499, 1.09824], [4.54282, 1.66664, -0.85779], [4.74792, 1.84024, 0.20631], [5.38346, 2.06480, -1.44392], [3.63930, 2.22620, -1.12866], [5.69751, -0.58138, -0.93691], [6.07927, -0.48211, 0.08387], [5.60347, -1.64582, -1.18580], [6.45935, -0.16087, -1.61036], [4.07778, 0.02910, -2.68174], [4.88581, 0.51335, -3.24900], [4.03895, -1.01715, -3.00251], [3.13874, 0.51528, -2.95538], [4.54246, -0.37319, 2.31666], [3.99843, 0.56002, 2.54246], [4.85527, -0.81834, 3.27692], [5.45389, -0.10463, 1.76773], [2.43795, -1.71528, 2.47915], [2.00766, -0.81451, 2.96239], [1.66238, -2.30088, 1.94899], [2.79207, -2.34165, 3.31311], [4.36337, -2.66671, 1.18224], [5.28709, -2.49003, 0.62113], [4.64417, -3.21011, 2.09988], [3.71710, -3.32639, 0.58514], [-4.67756, -0.89587, 2.44053], [-5.16270, -1.77423, 2.89526], [-3.91986, -0.53545, 3.15333], [-5.45249, -0.12487, 2.33028], [-3.09446, -2.50294, 1.34841], [-2.56460, -2.81764, 0.43951], [-2.35167, -2.28882, 2.13629], [-3.68339, -3.36319, 1.69782], [-5.14756, -1.77547, 0.12072], [-5.77198, -2.52578, 0.62882], [-5.80885, -0.95969, -0.19635], [-4.72922, -2.25977, -0.77011], [-3.08837, 2.73242, -0.61513], [-3.20059, 2.46289, -1.67208], [-3.49161, 3.74912, -0.50120], [-2.01487, 2.76700, -0.37459], [-3.86453, 2.38581, 1.74081], [-2.84051, 2.49639, 2.13009], [-4.31982, 3.38554, 1.70440], [-4.43591, 1.78195, 2.45662], [-5.30322, 1.61147, -0.19290], [-5.33666, 1.11347, -1.17178], [-5.94154, 1.06232, 0.51227], [-5.74885, 2.60920, -0.32090], [-0.12691, -0.10435, 1.65145], [1.09740, 1.35110, -0.12163], [1.19679, 1.09006, -1.30037], [0.94838, 1.60806, -2.61980], [0.73746, 2.99156, -2.66514], [0.91488, 0.84644, -3.80162], [0.57137, 3.63919, -3.88622], [0.72905, 3.54940, -1.72346], [0.74792, 1.49886, -5.02595], [1.03275, -0.23640, -3.74227], [0.58421, 2.89119, -5.07266], [0.43533, 4.72132, -3.90593], [0.74525, 0.91040, -5.94499], [0.46403, 3.39307, -6.03421], [-0.46413, 0.19965, 6.86971], [-0.36748, 0.26038, 5.43165], [-0.29599, 0.26290, 4.26936], [0.38886, -0.37120, 7.26368], [-1.40000, -0.30394, 7.15098], [-0.45200, 1.21501, 7.28957]], "largest_force_ev_per_a": 5.2, "e_above_lowest_kj_mol": 95.1, "total_energy_ha": -2234.89978, "gap_ev": 5.9, "mol_weight_da": 704.1, "total_charge": 1, "homo_ev": -8.406}